DFT (the ωB97M-V functional and the def2-TZVPD basis) results for a structure of composition C19H23IrNS5 in a non-equilibrium geometry.

```
49
Properties=species:S:1:pos:R:3:forces:R:3
Ir 0.180 -0.482 -0.437 0.9 -4.1 1.7
C 2.357 -2.164 1.140 0.2 -0.2 0.1
C 1.381 -1.992 2.296 -0.1 0.0 0.2
S 0.168 -0.630 2.043 0.3 0.5 -1.2
C -1.496 -1.312 2.441 0.1 0.2 0.3
C -2.424 -1.241 1.250 -0.4 -0.1 0.1
S -1.549 -2.148 -0.020 0.0 1.4 -0.5
C -2.458 -1.911 -1.556 -0.3 -0.2 0.0
C -1.552 -2.399 -2.669 0.1 0.0 -0.1
S -0.002 -1.413 -2.775 0.0 1.0 0.6
C 1.344 -2.672 -2.844 0.0 0.1 -0.2
C 2.349 -2.622 -1.710 0.2 -0.2 0.1
S 1.477 -3.007 -0.189 -0.3 0.5 -0.1
H 3.197 -2.769 1.483 0.0 0.0 0.0
H 2.733 -1.213 0.773 0.1 0.0 0.1
H 1.940 -1.726 3.192 -0.1 0.0 0.1
H 0.811 -2.901 2.492 0.1 -0.1 0.0
H -1.894 -0.677 3.231 0.1 0.0 0.1
H -1.360 -2.319 2.834 -0.1 0.0 0.0
H -2.568 -0.212 0.923 -0.1 0.0 0.0
H -3.390 -1.701 1.467 0.0 0.0 0.1
H -2.694 -0.857 -1.670 -0.1 -0.1 0.0
H -3.381 -2.492 -1.533 0.0 0.0 0.0
H -2.068 -2.285 -3.621 0.1 0.0 -0.1
H -1.272 -3.445 -2.548 -0.1 0.0 0.0
H 1.879 -2.486 -3.775 -0.2 0.0 -0.1
H 0.843 -3.637 -2.921 0.1 0.0 0.0
H 2.796 -1.640 -1.611 0.1 0.0 -0.1
H 3.138 -3.350 -1.901 -0.1 0.0 0.0
S 3.600 1.799 -2.584 -0.1 -0.1 0.1
C 2.608 0.976 -1.653 0.2 0.2 0.3
N 1.897 0.333 -0.960 -0.6 0.7 -0.5
C 0.911 4.472 2.264 0.1 0.0 0.0
C 1.585 3.237 2.212 0.0 0.0 0.0
C 1.144 2.238 1.391 -0.1 0.0 -0.1
C -0.030 2.382 0.601 0.0 0.1 0.0
C -0.608 1.360 -0.224 -0.3 0.2 -0.6
C -1.726 1.636 -0.975 0.0 0.2 0.1
C -2.326 2.908 -0.970 -0.2 -0.1 0.0
C -1.817 3.890 -0.174 0.0 0.1 0.1
C -0.682 3.651 0.634 0.0 -0.1 0.0
C -0.176 4.677 1.470 -0.1 0.0 0.0
H 1.264 5.257 2.918 0.0 0.0 0.0
H 2.470 3.083 2.816 0.0 0.0 0.0
H 1.715 1.324 1.332 0.1 0.0 0.0
H -2.163 0.872 -1.607 0.1 0.1 -0.1
H -3.195 3.095 -1.587 0.0 0.0 0.0
H -2.279 4.869 -0.153 0.0 0.0 0.0
H -0.673 5.640 1.463 -0.1 0.0 0.0
```
Forces are in eV/Å.

Computed properties:
gap between HOMO and LUMO (spin up / spin down)	6.251 / 3.251	eV
LUMO energy (spin up / spin down)	-7.08 / -9.79	eV
HOMO energy (spin up / spin down)	-13.33 / -13.04	eV
electronic energy	-2887.24137	Eh
charge	+2
spin multiplicity	2